(1)
The following is a DFT calculation (wB97M-V/def2-TZVPD) of a 2-piece molecular cluster, C14H20N2O overall.

Properties
SMILES   Cc1c[nH]c2ccccc12.CCN(C)C(C)=O
Gap between HOMO and LUMO   0.3253 Ha

Each line ends with the Mulliken charge.
Atoms and positions in Å:
C1 -3.42330 -0.23255 -0.66978  -1.063
C2 -2.35334 -0.70571 -1.54234  0.862
C3 -2.30438 -0.48855 -2.91231  -0.725
N1 -1.07937 -0.82137 -3.47641  -0.101
C4 -0.47404 -1.73955 -2.49395  0.042
C5 0.63709 -2.65044 -2.60854  -0.812
C6 1.25537 -2.95936 -1.45438  -0.458
C7 0.69460 -2.59146 -0.23687  -0.573
C8 -0.53486 -1.94918 -0.10287  0.196
C9 -1.09042 -1.48536 -1.24303  0.162
H1 -4.07099 0.50559 -1.17748  0.294
H2 -2.92445 0.30736 0.17520  0.150
H3 -4.05989 -0.84330 -0.04154  0.269
H4 -3.19653 0.16161 -3.30071  0.243
H5 -0.97667 -0.99284 -4.48199  0.302
H6 0.93470 -2.93114 -3.60223  0.390
H7 2.07108 -3.74079 -1.56203  0.306
H8 1.24920 -2.98407 0.63097  0.339
H9 -0.75275 -1.69402 1.00758  0.265
C10 1.37683 0.68974 3.57247  -1.376
C11 2.03427 0.94684 2.23771  -0.484
N2 1.36103 1.92699 1.41185  0.038
C12 1.23842 3.25120 2.20563  -0.967
C13 0.14388 1.30934 0.56104  0.382
C14 0.61506 1.00459 -0.87126  -0.556
O1 -0.90191 1.63529 1.00268  -0.539
H10 0.35342 0.69080 3.45818  0.453
H11 1.26401 1.56217 4.06187  0.478
H12 1.84020 -0.26967 4.00084  0.282
H13 3.12791 1.30926 2.12223  0.357
H14 2.21933 -0.01441 1.79467  0.289
H15 2.10582 3.82055 1.97191  0.331
H16 0.35626 3.89630 1.92884  0.305
H17 1.15552 3.17314 3.24605  0.335
H18 0.46341 2.00433 -1.37630  0.316
H19 1.68040 0.62853 -0.96837  0.227
H20 -0.03489 0.27016 -1.26732  0.038

***

(2)
The following is a DFT calculation (wB97M-V/def2-TZVPD) of C14H20N3O as an isolated structure.

Properties
Gap between HOMO and LUMO   0.3277 Ha
Charge   +1

Each line ends with the Mulliken charge.
Atoms and positions in Å:
C1 3.37519 -1.51157 -0.71159  -2.340
C2 1.85107 -1.31349 -0.76752  0.708
N1 0.95647 -2.31689 -0.50308  -0.802
C3 -0.17252 -1.88152 -0.72994  0.693
C4 -1.27823 -2.40928 -0.65967  0.182
C5 -2.43339 -1.86798 -0.76645  -0.882
C6 -2.30535 -0.60768 -1.10950  -0.165
C7 -1.31027 0.17276 -1.52070  -0.541
C8 -0.14563 -0.60568 -1.26851  0.344
N2 1.24622 -0.23171 -1.19956  0.343
C9 1.57566 0.90448 -1.40856  -1.037
H1 2.68229 0.93745 -1.92351  0.396
H2 1.24079 1.71713 -2.18575  0.332
C10 1.66014 1.76903 -0.00637  -0.552
H3 1.89671 2.93234 -0.35400  0.233
H4 2.63318 1.35186 0.66278  0.231
N3 0.60351 1.69583 0.76172  0.544
H5 -0.17579 1.17239 0.08864  -0.303
C11 0.39120 0.71217 1.79430  0.013
H6 1.07968 1.00078 2.70651  0.454
C12 -0.90607 0.29879 2.10010  -0.843
O1 -1.81956 1.01235 1.70968  -0.300
C13 -1.52726 2.46006 1.98547  -0.809
H7 -2.24461 3.01853 1.71745  0.464
C14 -0.31559 2.93559 0.99082  -0.784
H8 0.54663 3.42276 1.91031  0.340
H9 -0.14749 3.63954 0.37578  0.809
H10 -1.48588 2.64734 3.01406  0.460
H11 -1.12561 -0.78229 1.84959  0.407
H12 -0.96946 0.26600 3.37442  0.247
H13 0.95674 -0.26155 1.43013  0.088
H14 -1.24212 1.19357 -1.92480  0.494
H15 -3.44702 0.02046 -1.36627  0.078
H16 -3.38909 -2.24899 -0.67493  0.636
H17 -1.37019 -3.60943 -0.25625  0.115
H18 3.61168 -0.86761 -0.05996  0.566
H19 3.61633 -2.40878 -0.64531  0.631
H20 3.82491 -1.44719 -1.57326  0.549

***

Energy relative to the best compared isomer or geometry (same formula, charge and spin): 505.32 1488.08 (kJ/mol)